Record 1
Below is 2 unconnected molecules or ions with the total composition CH6OSi in a non-equilibrium geometry, with properties calculated with ωB97M-V/def2-TZVPD.

Geometry (Å):
1 H 1.6505 -0.5403 1.2504
2 Si 1.5160 0.0035 -0.0138
3 O -0.1019 0.5780 -0.1170
4 H -2.1923 0.6396 -0.5753
5 C -1.3572 0.4847 0.1356
6 H 1.6754 -1.0100 -1.0715
7 H 2.4397 1.1485 -0.3184
8 H -1.7339 -1.7051 -0.4475
9 H -1.8964 0.4011 1.1576

Summary:
**Kohn-Sham gap (spin up / spin down)**: 9.61 / 7.51 eV
**ΔE to the lowest compared entry with this formula, charge and spin**: 508.0 kJ/mol
**E_LUMO (spin up / spin down)**: 0.7 / 0.0 eV
**F_max**: 5.00 eV Å⁻¹
**Charge**: 0

***

Record 2
Below is 2 unconnected molecules or ions with the total composition CH6OSi in a non-equilibrium geometry, with properties calculated with ωB97M-V/def2-TZVPD.

Geometry (Å):
1 O 0.5848 0.3658 -0.0846
2 H 0.5664 0.7953 2.1861
3 H -1.1891 0.3291 0.9331
4 H 1.4421 -1.7547 -0.5519
5 H -1.0672 -1.3858 -0.6719
6 H -0.4423 1.8456 0.6613
7 C -0.2819 0.8976 0.8587
8 H 0.0559 -0.1573 -2.2413
9 Si 0.3315 -0.9355 -1.0895

Summary:
**Kohn-Sham gap (spin up / spin down)**: 5.39 / 9.17 eV
**ΔE to the lowest compared entry with this formula, charge and spin**: 197.3 kJ/mol
**E_LUMO (spin up / spin down)**: 0.4 / -2.4 eV
**Spin multiplicity**: 3
**F_max**: 6.70 eV Å⁻¹
**Charge**: 0

***

Record 3
Below is a single CH6P2S molecule in a non-equilibrium geometry, with properties calculated with ωB97M-V/def2-TZVPD.

Geometry (Å):
1 P -1.3260 -1.1612 0.2707
2 H 1.7583 0.8482 1.6177
3 H -1.8502 -1.3344 -0.9979
4 H 0.9199 -1.1145 -0.8655
5 H -1.2044 1.3033 -0.3952
6 S 2.1365 -0.8906 -0.1308
7 P 1.0719 0.7637 0.3500
8 H 1.7279 1.9143 -0.0962
9 H -2.6776 -0.6500 0.6564
10 C -0.5564 0.3211 -0.4091

Summary:
**Kohn-Sham gap (spin up / spin down)**: 5.77 / 7.66 eV
**ΔE to the lowest compared entry with this formula, charge and spin**: 249.7 kJ/mol
**E_LUMO (spin up / spin down)**: 0.7 / -2.0 eV
**Spin multiplicity**: 3
**F_max**: 4.01 eV Å⁻¹
**Charge**: 0

***

Record 4
Below is 2 unconnected molecules or ions with the total composition CH6S4, with properties calculated with ωB97M-V/def2-TZVPD.

Geometry (Å):
1 S 1.8228 0.1309 -0.8271
2 H -0.6738 1.2518 1.1323
3 H 1.9800 -0.1621 0.4701
4 S -2.1969 -2.1972 -0.2133
5 S -0.6596 -1.1497 0.6702
6 H 3.4792 1.7306 -2.0673
7 H -1.1875 0.8416 -0.5367
8 C -1.2445 0.5683 0.5127
9 H -2.6974 -2.7047 0.9267
10 S 3.6641 1.1143 -0.8964
11 H -2.2864 0.5762 0.8289

Summary:
**Kohn-Sham gap**: 8.88 eV
**ΔE to the lowest compared entry with this formula, charge and spin**: 36.1 kJ/mol
**E_LUMO**: 0.4 eV
**F_max**: 0.91 eV Å⁻¹
**Charge**: 0

***

Record 5
Below is a molecular structure, CH7AlO3PTi in a non-equilibrium geometry, with properties calculated with ωB97M-V/def2-TZVPD.

Geometry (Å):
1 O 2.8877 -0.8622 -0.0705
2 P 1.6413 -0.1838 -0.0461
3 H 0.6412 1.1878 1.2770
4 Al -1.5060 -0.2907 -0.4044
5 H 0.7623 1.4298 -1.1585
6 O 1.5237 0.8280 -1.2397
7 H -2.8286 -1.1707 -0.3761
8 C 0.2361 -1.2690 -0.1033
9 H 0.4485 -1.9111 -0.9398
10 H 0.2148 -1.8119 0.8202
11 H -1.3877 0.6595 -1.6899
12 Ti -2.5663 1.8972 1.7613
13 O 1.4607 0.6686 1.3040
14 H -1.5278 0.8285 0.8657

Summary:
**Kohn-Sham gap**: 3.89 eV
**E_LUMO**: -8.6 eV
**F_max**: 2.88 eV Å⁻¹
**Charge**: +1

***

Record 6
Below is a molecular structure, CH7BClOPRbS in a non-equilibrium geometry, with properties calculated with ωB97M-V/def2-TZVPD.

Geometry (Å):
1 H -0.7256 -0.4561 1.9400
2 H -0.9912 -0.2245 -2.2251
3 H 2.2059 -0.4523 -1.8273
4 B -0.2901 -0.0545 -0.3710
5 H -2.1386 0.4257 0.8992
6 H -1.7874 -1.4403 0.7023
7 S 1.9573 1.7280 -0.4552
8 P 1.5884 -0.4044 -0.4947
9 Rb -3.5089 1.7830 1.5385
10 C -1.2707 -0.3869 0.9067
11 Cl 1.1837 -2.4896 -0.5855
12 O -0.9285 0.5650 -1.5857
13 H 2.2841 1.9867 0.8862
14 H 2.4215 -0.5796 0.6716

Summary:
**Kohn-Sham gap**: 7.79 eV
**E_LUMO**: -4.1 eV
**F_max**: 4.37 eV Å⁻¹
**Charge**: +1

***

Record 7
Below is 2 unconnected molecules or ions with the total composition CH7BrN3 in a non-equilibrium geometry, with properties calculated with ωB97M-V/def2-TZVPD.

Geometry (Å):
1 N 1.2076 -1.0338 1.8178
2 Br 2.2851 -0.1977 3.1165
3 H -0.4105 -1.7275 -0.1740
4 C 0.5882 -0.3470 0.8850
5 H 1.1271 -2.0402 1.9246
6 H 0.7794 0.7279 0.9164
7 H -1.5979 0.6780 -2.4634
8 N -0.1776 -0.7481 -0.0729
9 H -0.5753 0.0131 -0.7844
10 H -0.3884 1.7413 -2.1881
11 H -1.7509 1.7678 -1.2463
12 N -1.0869 1.1662 -1.7311

Summary:
**Kohn-Sham gap**: 10.00 eV
**ΔE to the lowest compared entry with this formula, charge and spin**: 4.9 kJ/mol
**E_LUMO**: -4.3 eV
**F_max**: 1.26 eV Å⁻¹
**Charge**: +1

***

Record 8
Below is 2 unconnected molecules or ions with the total composition CH7N2O, with properties calculated with ωB97M-V/def2-TZVPD.

Geometry (Å):
1 N -0.4889 -2.4698 1.1437
2 H -0.0628 -1.5509 0.8891
3 H 0.5023 2.1560 0.4526
4 O 0.2566 0.1309 0.3496
5 H 1.6990 1.4770 -1.4240
6 H -1.3448 -2.5390 0.6052
7 H -0.9965 1.6048 -0.3473
8 C 0.0758 1.3439 -0.1866
9 H -0.7426 -2.4421 2.1199
10 N 0.6909 1.5554 -1.5396
11 H 0.4111 0.7337 -2.0625

Summary:
**Kohn-Sham gap**: 7.60 eV
**ΔE to the lowest compared entry with this formula, charge and spin**: 5.3 kJ/mol
**E_LUMO**: 4.9 eV
**F_max**: 0.56 eV Å⁻¹
**Charge**: -1

***

Record 9
Below is 2 unconnected molecules or ions with the total composition CH7N2O in a non-equilibrium geometry, with properties calculated with ωB97M-V/def2-TZVPD.

Geometry (Å):
1 N -0.0397 0.0306 -0.5253
2 C 0.0502 0.9365 0.5678
3 O 1.2235 -1.9049 -2.1025
4 H -0.8584 -0.5126 1.8302
5 N -0.6942 0.4819 1.7358
6 H 1.6831 -1.0889 -1.9146
7 H -0.3466 1.9400 0.3460
8 H 1.0678 1.2004 0.8632
9 H 0.4584 -2.1001 -1.5744
10 H -1.6118 0.8766 1.7864
11 H -0.9322 0.1405 -1.0126

Summary:
**Kohn-Sham gap (spin up / spin down)**: 10.79 / 9.00 eV
**ΔE to the lowest compared entry with this formula, charge and spin**: 49.2 kJ/mol
**E_LUMO (spin up / spin down)**: 0.9 / -1.0 eV
**Spin multiplicity**: 2
**F_max**: 2.29 eV Å⁻¹
**Charge**: 0

***

Record 10
Below is 2 unconnected molecules or ions with the total composition CH7N2O in a non-equilibrium geometry, with properties calculated with ωB97M-V/def2-TZVPD.

Geometry (Å):
1 H -0.2296 1.1658 -2.3320
2 N 0.2146 -1.2893 1.2340
3 H -0.8069 -1.1870 1.0240
4 C 0.8505 -0.2181 0.9153
5 H 0.9894 -2.0586 1.4483
6 O 0.1555 0.7437 0.4693
7 H -1.8218 1.3126 -2.0445
8 H -0.9750 -0.2928 -2.2799
9 N -0.9842 0.6743 -1.9337
10 H 1.8215 -0.3788 0.2956
11 H 0.0636 1.1021 -0.4599

Summary:
**Kohn-Sham gap**: 9.94 eV
**ΔE to the lowest compared entry with this formula, charge and spin**: 283.7 kJ/mol
**E_LUMO**: -5.1 eV
**F_max**: 6.29 eV Å⁻¹
**Charge**: +1

***

Record 11
Below is a molecular structure, CH7N2O3PS in a non-equilibrium geometry, with properties calculated with ωB97M-V/def2-TZVPD.

Geometry (Å):
1 H 3.0695 -1.9522 -0.3893
2 S 0.4385 -0.5738 -2.7710
3 H -2.5262 1.0959 2.2475
4 H -3.1885 0.5535 0.7574
5 C -2.3215 1.1312 1.1465
6 N 0.0183 1.4826 0.4537
7 O 1.0521 0.6944 0.4346
8 P 0.9739 -0.9818 -1.0109
9 H 0.3237 -1.5888 0.8881
10 N 2.4711 -1.5314 -1.1108
11 H -0.2258 1.8615 -0.4565
12 H -2.3137 2.2868 0.8903
13 H 3.1163 -1.0260 -1.7532
14 O -1.1323 0.4945 0.7145
15 O 0.2445 -1.9466 -0.0409

Summary:
**Kohn-Sham gap (spin up / spin down)**: 8.66 / 8.66 eV
**ΔE to the lowest compared entry with this formula, charge and spin**: 61.7 kJ/mol
**E_LUMO (spin up / spin down)**: 0.2 / 0.2 eV
**F_max**: 3.82 eV Å⁻¹
**Charge**: 0

***

Record 12
Below is 2 unconnected molecules or ions with the total composition CH7N3 in a non-equilibrium geometry, with properties calculated with ωB97M-V/def2-TZVPD.

Geometry (Å):
1 H 3.0286 -0.0050 -0.2537
2 H 1.3390 -0.5209 -0.0314
3 N -1.6374 -0.3402 0.0877
4 H -1.3236 -0.5116 1.0629
5 N -1.3173 0.8466 -0.3759
6 H 2.1336 0.4777 1.2210
7 C 2.2329 -0.2553 0.4959
8 N -1.8467 1.4099 -1.3492
9 H -2.4535 -0.8314 -0.1779
10 H 2.5510 -1.1793 1.0000
11 H -2.7066 0.9096 -1.6793

Summary:
**Kohn-Sham gap**: 10.53 eV
**ΔE to the lowest compared entry with this formula, charge and spin**: 220.5 kJ/mol
**E_LUMO**: 0.9 eV
**F_max**: 3.14 eV Å⁻¹
**Charge**: 0

***

Record 13
Below is a molecular structure, CH7N3O in a non-equilibrium geometry, with properties calculated with ωB97M-V/def2-TZVPD.

Geometry (Å):
1 H -1.6873 -1.7949 -0.1367
2 H 2.2729 -0.5121 1.1233
3 N -1.1111 1.1852 0.3009
4 N -1.7873 -1.0522 -0.8276
5 O 0.2704 -0.3784 -0.1557
6 H -1.7841 0.4128 -0.3521
7 C 2.0566 0.1161 0.2642
8 H 2.2061 1.1803 0.4393
9 H -1.3251 -1.3300 -1.6892
10 N -0.0575 0.5686 0.7316
11 H -1.4706 1.8380 0.9943
12 H 2.4170 -0.2334 -0.6925

Summary:
**Kohn-Sham gap (spin up / spin down)**: 6.50 / 6.49 eV
**ΔE to the lowest compared entry with this formula, charge and spin**: 845.5 kJ/mol
**E_LUMO (spin up / spin down)**: -0.2 / -0.2 eV
**F_max**: 4.58 eV Å⁻¹
**Charge**: 0

***

Record 14
Below is a gas-phase ion, CH7N4 (charge +1) in a non-equilibrium geometry, with properties calculated with ωB97M-V/def2-TZVPD.

Geometry (Å):
1 H -0.8605 -2.8445 -0.1820
2 N -0.8004 -1.0501 -0.5374
3 H 0.9902 3.0586 -0.4123
4 H -0.7047 2.5988 -0.4369
5 H -0.0381 -2.2074 1.1353
6 N 0.5951 1.0777 -0.0263
7 C -0.4450 0.2278 -0.4678
8 H 1.4463 0.7494 0.2779
9 N 0.1977 2.4594 0.1059
10 N -0.1660 -2.1531 0.1033
11 H 0.8968 -2.3499 -0.2624
12 H -1.3295 0.6604 -0.9648

Summary:
**Kohn-Sham gap**: 9.16 eV
**ΔE to the lowest compared entry with this formula, charge and spin**: 232.3 kJ/mol
**E_LUMO**: -4.0 eV
**F_max**: 6.87 eV Å⁻¹
**Charge**: +1

***

Record 15
Below is a gas-phase ion, CH7N4 (charge +1) in a non-equilibrium geometry, with properties calculated with ωB97M-V/def2-TZVPD.

Geometry (Å):
1 N -1.1267 -0.2017 0.3768
2 H 2.6924 0.5113 -0.9372
3 N 2.4267 -0.1469 -0.2087
4 C 1.1232 -0.4340 -0.0894
5 H -2.6054 0.7816 -0.7271
6 H 3.1603 -0.8290 -0.0507
7 N -2.1386 -0.1490 -0.5096
8 H -1.2408 0.4202 1.1106
9 H -1.6904 -0.6190 -1.3351
10 H 1.0958 -1.4876 0.2674
11 H -0.9889 -1.2344 0.6346
12 N 0.1452 0.3912 -0.2465

Summary:
**Kohn-Sham gap**: 11.25 eV
**ΔE to the lowest compared entry with this formula, charge and spin**: 118.7 kJ/mol
**E_LUMO**: -3.4 eV
**F_max**: 4.11 eV Å⁻¹
**Charge**: +1

***

Record 16
Below is a gas-phase ion, CH7N4O (charge +1) in a non-equilibrium geometry, with properties calculated with ωB97M-V/def2-TZVPD.

Geometry (Å):
1 N 1.0666 0.1645 -0.2601
2 H -1.6732 -0.7396 -2.0455
3 H 2.5728 -0.4259 -1.4732
4 N -0.6674 -0.6367 -1.6284
5 H 0.2138 0.4993 1.9379
6 H -0.8870 1.6324 1.9077
7 H 1.3420 0.0322 0.6947
8 O 1.7543 -0.8016 -1.0925
9 C -0.2932 -0.0832 -0.5210
10 N -0.8564 0.6413 1.7448
11 H 0.1593 -0.7638 -2.1393
12 N -1.2917 0.3502 0.4548
13 H -1.4399 0.1310 2.4199

Summary:
**Kohn-Sham gap**: 9.89 eV
**ΔE to the lowest compared entry with this formula, charge and spin**: 186.4 kJ/mol
**E_LUMO**: -3.8 eV
**F_max**: 7.67 eV Å⁻¹
**Charge**: +1

***

Record 17
Below is 2 unconnected molecules or ions with the total composition CH7N4O in a non-equilibrium geometry, with properties calculated with ωB97M-V/def2-TZVPD.

Geometry (Å):
1 H 1.6956 -0.3052 -1.8371
2 H 1.2952 0.7186 1.1541
3 N -0.5953 0.5027 1.5658
4 N 0.5403 1.1724 1.8108
5 H -2.4921 -2.1783 -1.9590
6 H 0.9151 1.1475 2.8808
7 H 0.3726 2.1761 1.4731
8 H -1.9755 -0.9813 -0.0878
9 N 0.7658 -0.6146 -1.6852
10 C -0.0727 -0.5965 -0.6516
11 H 0.2998 -1.0340 -2.4458
12 O -1.7774 -1.5515 -2.0163
13 N -1.2734 -1.1228 -0.7661

Summary:
**Kohn-Sham gap (spin up / spin down)**: 7.45 / 8.13 eV
**ΔE to the lowest compared entry with this formula, charge and spin**: 599.6 kJ/mol
**E_LUMO (spin up / spin down)**: -5.9 / -5.2 eV
**F_max**: 3.99 eV Å⁻¹
**Charge**: +1

***

Record 18
Below is a gas-phase ion, CH7N4O (charge +1) in a non-equilibrium geometry, with properties calculated with ωB97M-V/def2-TZVPD.

Geometry (Å):
1 N -0.9524 1.3679 -0.2474
2 H -2.2620 -1.0562 -0.5857
3 H 2.1798 1.1401 0.2735
4 H -0.1589 -0.8917 1.5222
5 H 0.2374 -1.8537 -0.1081
6 N 0.2925 0.4862 -0.1629
7 H 1.2903 0.8187 1.6190
8 O -1.9136 0.6059 0.4942
9 H 0.4578 0.2011 -1.1229
10 C -0.3914 -0.9244 0.3287
11 N 1.4613 0.5486 0.6565
12 H -1.4524 1.4636 -1.1774
13 N -1.7530 -0.7326 0.1428

Summary:
**Kohn-Sham gap**: 11.61 eV
**ΔE to the lowest compared entry with this formula, charge and spin**: 494.8 kJ/mol
**E_LUMO**: -3.6 eV
**F_max**: 4.01 eV Å⁻¹
**Charge**: +1

***

Record 19
Below is a molecular structure, CH7N4OP in a non-equilibrium geometry, with properties calculated with ωB97M-V/def2-TZVPD.

Geometry (Å):
1 H 1.4781 -2.6655 -0.8122
2 N 1.5935 -2.3052 0.1921
3 H -0.8414 -1.1863 0.5408
4 N -1.7629 1.5446 -0.3229
5 H -1.8927 1.3002 -1.3428
6 P 2.0545 0.8396 0.0597
7 C -0.3462 -0.3399 -0.0424
8 H -0.6965 -0.2983 -1.1348
9 O 0.9623 1.7460 0.2021
10 H -0.7119 1.3273 1.3409
11 H -2.4482 2.0891 0.1880
12 N 1.1352 -0.5356 0.0410
13 N -0.8959 0.9589 0.4168
14 H 2.3719 -2.4751 0.6738

Summary:
**Kohn-Sham gap (spin up / spin down)**: 6.53 / 6.54 eV
**ΔE to the lowest compared entry with this formula, charge and spin**: 383.9 kJ/mol
**E_LUMO (spin up / spin down)**: -12.4 / -12.4 eV
**F_max**: 9.30 eV Å⁻¹
**Charge**: +2

***

Record 20
Below is a single CH7N5 molecule in a non-equilibrium geometry, with properties calculated with ωB97M-V/def2-TZVPD.

Geometry (Å):
1 H -1.8584 -0.5806 -0.3956
2 N -1.4452 -1.3468 0.1282
3 N 2.0285 -0.0665 -0.0920
4 H 0.5420 -2.0576 -0.0570
5 N -0.9472 1.4417 -0.3713
6 H 2.3351 -0.9994 -0.2995
7 H -0.5531 1.7907 -1.3151
8 C 0.7267 -0.0683 0.0842
9 H 0.7600 1.8131 0.6140
10 N -0.0517 -1.1909 -0.2757
11 N 0.0596 1.0530 0.5879
12 H -1.4971 2.2149 0.0082
13 H -1.5967 -1.0050 1.1006

Summary:
**Kohn-Sham gap**: 9.97 eV
**ΔE to the lowest compared entry with this formula, charge and spin**: 61.6 kJ/mol
**E_LUMO**: 0.8 eV
**F_max**: 2.94 eV Å⁻¹
**Charge**: 0